14
Properties=species:S:1:pos:R:3 method="wB97M-V/def2-TZVPD" gap_ev=9.09 homo_energy_ev=-8.5449 lumo_energy_ev=0.54 e_tot_ha=-361.7240
O -1.857 1.176 0.460
O 2.316 0.069 0.003
N -1.270 -0.034 1.564
C -0.922 1.065 -0.485
C -0.522 -0.938 0.682
C 1.281 -0.062 -0.966
C -0.054 0.061 -0.349
H -0.935 1.705 -1.370
H -2.211 -0.392 1.664
H 1.427 -1.052 -1.400
H 0.383 -1.355 1.157
H 1.372 0.688 -1.761
H -1.126 -1.777 0.261
H 2.117 0.847 0.541

69
Properties=species:S:1:pos:R:3 method="wB97M-V/def2-TZVPD" gap_ev=1.20 total_charge=+2 homo_energy_ev=-11.6166 lumo_energy_ev=-10.42 e_tot_ha=-9023.2940
Br 2.650 -0.587 -4.558
Br 0.187 -3.115 -5.578
K -1.503 0.728 -2.957
Cl 4.460 -4.823 -4.775
Cl 1.566 3.181 4.344
S -0.781 -2.449 -1.004
Si -4.325 1.373 -1.228
Si -2.346 0.049 0.095
Al 4.648 0.873 -5.685
F -5.174 5.630 -2.407
F 1.111 -2.718 1.633
O -4.846 1.938 -2.647
O 2.243 2.783 -0.676
O -2.991 0.314 -1.468
N 2.496 -0.326 3.550
N 3.351 -1.577 5.076
C 2.033 -2.934 -6.163
C 1.416 3.588 0.178
C 3.402 -2.292 3.880
C -6.238 1.824 -2.995
C 3.847 -2.007 6.372
C 2.803 -0.379 4.833
C 3.610 -3.482 6.646
C -1.759 -1.693 0.310
C -7.062 4.210 -3.068
C 2.917 -2.547 -5.020
C 2.849 -1.497 2.933
C 1.248 -0.551 -0.656
C 0.341 -1.218 -1.707
C 1.878 0.827 2.893
C -7.069 2.888 -2.310
Li 6.485 -1.856 5.810
H 2.649 -1.638 1.883
H 1.393 3.138 1.167
H 2.037 -2.216 -6.977
H 2.637 0.411 5.550
H 3.805 -3.286 3.834
H 4.936 -1.771 6.424
H 0.931 1.042 3.371
H 1.185 -1.126 0.272
H -8.096 2.523 -2.273
H -0.218 -0.438 -2.205
H -8.008 4.456 -3.549
H -5.303 0.629 -0.426
H -6.298 1.982 -4.068
H 2.549 1.674 2.965
H 4.168 -4.124 5.964
H -6.883 5.043 -2.327
H -6.249 4.259 -3.780
H 0.396 3.639 -0.215
H 3.360 -1.402 7.133
H -1.323 1.062 0.430
H 2.553 -3.717 6.539
H -1.209 -1.815 1.246
H 2.251 3.205 -1.539
H 3.921 -3.726 7.661
H -3.469 0.279 1.024
H -6.653 0.831 -2.821
H 2.279 -0.530 -0.990
H -3.756 2.507 -0.476
H 3.972 -2.639 -5.263
H 0.913 -1.734 -2.468
H 2.342 -3.911 -6.526
H 0.898 0.452 -0.429
H 1.825 4.595 0.256
H 2.717 -3.086 -4.102
H 1.706 0.594 1.843
H -6.778 3.057 -1.274
H -2.651 -2.315 0.359